(1)
C35H44BrClN3O4S2 | ωB97M-V with the def2-TZVPD basis set

Each line ends with the Löwdin charge.
CARTESIAN COORDINATES (ANGSTROEM)
C 1.779 4.055 -3.269  -0.05
C 2.488 3.563 -2.012  -0.25
O 2.090 2.222 -1.741  -0.16
C 2.815 1.687 -0.652  -0.17
C 2.282 0.325 -0.295  0.02
C 2.989 -0.692 -0.862  -0.24
N 4.056 -0.568 -1.765  0.01
C 5.380 -0.368 -1.289  -0.47
C 5.608 -0.175 0.182  0.04
O 6.272 -0.357 -2.098  0.13
C 3.702 -0.025 -3.072  -0.40
C 4.421 1.173 -3.605  0.03
O 2.816 -0.573 -3.668  0.14
N 2.672 -2.016 -0.575  -0.34
Br 3.629 -3.409 -1.358  0.99
C 1.724 -2.328 0.280  -0.04
C 0.958 -1.336 0.884  -0.10
C -0.008 -1.768 1.812  0.06
C -0.780 -0.861 2.466  -0.11
C -1.787 -1.360 3.492  -0.07
C -1.538 -2.773 3.950  -0.25
C -0.739 -3.006 5.059  -0.04
C -0.474 -4.301 5.476  -0.06
C -1.019 -5.374 4.788  -0.04
C -1.830 -5.164 3.681  -0.26
C -2.437 -6.319 2.931  -0.04
C -2.079 -3.859 3.271  -0.01
C -0.652 0.530 2.132  -0.08
C -1.609 1.453 2.837  -0.11
C -3.031 1.524 2.200  -0.20
C -3.419 0.349 1.287  -0.47
S -3.836 0.890 -0.412  0.92
C -3.302 -0.583 -1.274  -1.08
S -3.895 -2.028 -0.779  0.67
N -2.378 -0.489 -2.294  -0.16
C -1.709 0.803 -2.545  -0.17
C -2.478 1.737 -3.464  -0.20
O -2.818 1.078 -4.667  -0.11
C -3.606 -0.054 -4.375  -0.18
C -2.796 -1.067 -3.588  -0.15
C 0.283 0.978 1.204  -0.11
C 0.366 2.445 0.870  -0.58
Cl 1.283 3.273 2.201  0.69
C -0.950 3.187 0.571  -0.26
C -0.839 4.099 -0.645  -0.06
C 1.165 0.038 0.586  0.02
H 2.486 4.412 -4.011  0.08
H 1.242 3.218 -3.716  0.08
H 1.050 4.830 -3.055  0.07
H 2.250 4.206 -1.160  0.12
H 3.569 3.602 -2.168  0.12
H 3.857 1.600 -0.965  0.11
H 2.831 2.354 0.212  0.11
H 5.019 -0.851 0.798  0.09
H 6.657 -0.390 0.357  0.10
H 5.419 0.858 0.466  0.10
H 5.022 0.859 -4.454  0.11
H 3.647 1.843 -3.972  0.09
H 5.070 1.672 -2.894  0.08
H 1.551 -3.371 0.495  0.14
H -0.097 -2.828 1.994  0.13
H -2.770 -1.334 3.023  0.12
H -1.793 -0.719 4.367  0.12
H -0.306 -2.170 5.594  0.12
H 0.160 -4.466 6.334  0.11
H -0.806 -6.383 5.112  0.11
H -1.850 -6.582 2.054  0.08
H -3.432 -6.041 2.586  0.08
H -2.559 -7.185 3.574  0.08
H -2.704 -3.691 2.401  0.12
H -1.693 1.185 3.883  0.11
H -1.193 2.456 2.853  0.08
H -3.761 1.589 3.004  0.12
H -3.142 2.455 1.652  0.08
H -4.293 -0.168 1.670  0.07
H -2.638 -0.385 1.143  0.02
H -1.449 1.264 -1.600  0.08
H -0.770 0.563 -3.049  0.13
H -1.839 2.574 -3.739  0.13
H -3.377 2.138 -2.985  0.11
H -4.476 0.244 -3.774  0.13
H -3.959 -0.508 -5.296  0.13
H -1.888 -1.286 -4.150  0.13
H -3.351 -1.988 -3.452  0.09
H 0.973 2.626 0.005  0.04
H -1.215 3.793 1.433  0.10
H -1.720 2.442 0.403  0.05
H -0.378 5.048 -0.374  0.09
H -1.839 4.332 -1.009  0.09
H -0.268 3.630 -1.443  0.05

- spin multiplicity = 1
- molar mass (g/mol) = 750.24
- electronic energy (eV) = -153897.583
- Kohn-Sham gap (eV) = 6.28
- total charge = +1
- SMILES = CCOCc1c(=[N+](C(C)=O)C(C)=O)n(Br)cc2cc(Cc3cccc(C)c3)c(CCCSC(=S)N3CCOCC3)c([C@H](Cl)CC)c12



(2)
C4H8O | ωB97M-V with the def2-TZVPD basis set

Each line ends with the natural charge from an NBO analysis.
CARTESIAN COORDINATES (ANGSTROEM)
C -2.166 -0.344 -0.041  -0.65
C -0.849 0.315 0.255  -0.19
C 0.281 -0.169 -0.216  -0.22
C 1.761 0.549 -0.146  -0.07
O 2.772 -0.391 0.082  -0.71
H -2.261 -0.497 -1.116  0.22
H -2.238 -1.319 0.436  0.22
H -2.995 0.270 0.296  0.21
H -0.865 1.215 0.852  0.20
H 0.312 -1.069 -0.812  0.19
H 1.727 1.316 0.638  0.16
H 1.956 1.004 -1.114  0.18
H 2.564 -0.880 0.888  0.47

- spin multiplicity = 1
- molar mass (g/mol) = 72.11
- electronic energy (eV) = -6323.988
- Kohn-Sham gap (eV) = 10.58
- total charge = 0
- relative energy (zero: lowest compared OMol25 entry of this formula, charge and spin) (eV) = 1.1799
- SMILES = C/C=C/CO



(3)
C11H27I2OP2Y | ωB97M-V with the def2-TZVPD basis set

Each line ends with the natural charge from an NBO analysis.
CARTESIAN COORDINATES (ANGSTROEM)
I 0.352 -0.873 -4.982  0.14
I -0.413 1.721 -4.024  0.13
Y 0.010 -0.696 -1.008  1.64
P -2.803 -0.018 -0.920  0.75
C -3.746 1.580 -0.518  -0.91
C -3.252 -0.554 -2.633  -0.94
H -4.332 -0.727 -2.733  0.28
H -4.548 -1.520 0.049  0.27
H -2.732 -1.508 -2.836  0.23
H -2.955 -2.244 -0.024  0.24
H -3.477 2.396 -1.227  0.26
H -2.935 0.176 -3.400  0.26
C -3.485 -1.306 0.194  -0.93
H -4.862 1.512 -0.538  0.28
H -3.334 -1.029 1.247  0.27
H -3.490 1.926 0.510  0.27
P 2.810 0.078 -0.907  0.76
C 3.686 1.711 -0.493  -0.91
C 3.553 -1.176 0.203  -0.93
H 2.797 -1.408 -2.816  0.23
H 4.374 -0.585 -2.708  0.28
H 2.961 0.277 -3.388  0.26
C 3.290 -0.439 -2.615  -0.93
H 3.085 -2.140 -0.033  0.24
H 4.630 -1.319 0.085  0.28
H 4.805 1.691 -0.488  0.28
H 3.395 2.038 0.531  0.26
H 3.369 -0.924 1.256  0.27
H 3.401 2.523 -1.200  0.26
C 0.000 1.466 -0.578  0.36
O -0.036 2.606 -0.325  -0.40
C -0.872 0.893 2.776  -0.60
C 0.298 -0.047 2.493  -0.22
C 0.662 -0.795 3.788  -0.60
C 0.026 -1.036 1.349  -1.00
H -1.790 0.348 3.022  0.21
H -1.119 1.538 1.932  0.18
H -0.604 1.539 3.622  0.24
H 1.159 0.595 2.206  0.18
H -0.172 -1.446 4.095  0.22
H 1.536 -1.436 3.644  0.21
H 0.875 -0.071 4.585  0.23
H 0.838 -1.790 1.314  0.21
H -0.956 -1.529 1.491  0.22

- spin multiplicity = 1
- molar mass (g/mol) = 580.00
- electronic energy (eV) = -49698.936
- Kohn-Sham gap (eV) = 5.53
- total charge = +2
- relative energy (zero: lowest compared OMol25 entry of this formula, charge and spin) (eV) = 0.4816



(4)
CHClO2PS | ωB97M-V with the def2-TZVPD basis set

Each line ends with the natural charge from an NBO analysis.
CARTESIAN COORDINATES (ANGSTROEM)
C 1.415 -0.091 -0.268  0.16
O -1.882 -0.636 1.287  -1.04
O 1.689 0.080 -1.470  -0.64
P -1.431 0.580 0.643  1.27
S 2.188 -0.630 1.024  -0.33
Cl -2.302 0.621 -1.204  -0.40
H 0.324 0.077 -0.012  -0.02

- spin multiplicity = 1
- molar mass (g/mol) = 143.51
- electronic energy (eV) = -37796.977
- Kohn-Sham gap (eV) = 7.28
- total charge = -1
- relative energy (zero: lowest compared OMol25 entry of this formula, charge and spin) (eV) = 1.7024



(5)
C5H9NO | ωB97M-V with the def2-TZVPD basis set

Each line ends with the Mulliken spin population.
CARTESIAN COORDINATES (ANGSTROEM)
O 2.365 1.672 -1.315  0.27
C 1.240 1.125 -1.605  0.55
C 0.832 -0.289 -1.277  0.09
C 1.045 -0.759 0.186  0.10
C -0.128 -0.622 1.107  -0.08
C -1.121 0.240 0.882  0.15
N -2.331 0.272 1.597  0.01
H 0.453 1.671 -2.147  -0.02
H 1.250 -1.056 -1.971  -0.04
H -0.255 -0.291 -1.438  0.04
H 1.870 -0.111 0.544  0.02
H 1.560 -1.727 0.168  0.00
H -0.082 -1.111 2.079  0.01
H -0.994 0.936 0.062  -0.08
H -3.124 0.666 1.121  0.00
H -2.578 -0.615 2.009  0.00

- spin multiplicity = 2
- molar mass (g/mol) = 99.13
- electronic energy (eV) = -8866.224
- Kohn-Sham gap (alpha / beta) (eV) = 3.29 / 6.78
- total charge = -1
- relative energy (zero: lowest compared OMol25 entry of this formula, charge and spin) (eV) = 0.9738



(6)
C5H15N2O | ωB97M-V with the def2-TZVPD basis set

Each line ends with the natural charge from an NBO analysis.
CARTESIAN COORDINATES (ANGSTROEM)
C -2.575 -1.251 0.966  -0.64
C -1.398 -1.100 0.044  -0.01
C -0.059 -1.114 0.946  -0.48
C 0.956 -0.203 0.336  -0.13
C 1.536 0.826 0.928  -0.09
N 2.523 1.579 0.046  -0.73
N -1.330 0.198 -0.739  -0.88
H -3.391 -1.816 0.497  0.24
H -2.323 -1.775 1.898  0.22
H -2.833 -0.229 1.230  0.22
H -1.212 -1.835 -0.727  0.20
H -0.314 -1.229 1.995  0.25
H 0.237 -2.112 0.644  0.24
H 1.454 -0.650 -0.534  0.23
H 1.327 1.382 1.819  0.23
H 3.487 1.259 0.073  0.44
H 2.072 1.399 -0.915  0.48
H 2.500 2.573 0.256  0.44
H -1.206 0.973 -0.091  0.35
H -2.210 0.391 -1.213  0.38
H 1.371 0.618 -3.072  0.50
H 0.277 0.878 -2.004  0.52
O 1.110 1.237 -2.383  -0.97

- spin multiplicity = 1
- molar mass (g/mol) = 119.19
- electronic energy (eV) = -10448.614
- Kohn-Sham gap (eV) = 10.58
- total charge = +1
- relative energy (zero: lowest compared OMol25 entry of this formula, charge and spin) (eV) = 1.9467



(7)
C2H2Br4O2 | ωB97M-V with the def2-TZVPD basis set

Each line ends with the natural charge from an NBO analysis.
CARTESIAN COORDINATES (ANGSTROEM)
C 1.710 0.037 -0.454  -0.02
C -1.665 0.139 0.441  -0.10
O 0.663 0.681 0.133  -0.29
O -0.620 0.569 -0.520  -0.27
Br 3.317 0.563 0.460  0.09
Br 1.448 -1.943 -0.365  -0.01
Br -3.387 0.794 -0.115  0.09
Br -1.850 -1.814 0.397  0.06
H 1.976 0.335 -1.438  0.20
H -1.592 0.640 1.462  0.25

- spin multiplicity = 1
- molar mass (g/mol) = 377.65
- electronic energy (eV) = -286367.136
- Kohn-Sham gap (eV) = 9.76
- total charge = 0
- relative energy (zero: lowest compared OMol25 entry of this formula, charge and spin) (eV) = 0.0000



(8)
C2H10N2O3 | ωB97M-V with the def2-TZVPD basis set

Each line ends with the natural charge from an NBO analysis.
CARTESIAN COORDINATES (ANGSTROEM)
N -0.278 0.251 -1.357  -0.87
C 0.792 -0.608 -0.875  -0.06
N 1.328 -0.001 0.366  -0.64
C 2.684 0.118 0.516  0.53
O 3.471 -0.509 -0.150  -0.61
H -0.782 -0.099 -2.165  0.37
H 0.146 1.099 -1.731  0.36
H 1.653 -0.596 -1.535  0.20
H 0.425 -1.606 -0.622  0.19
H 0.536 0.339 0.894  0.43
H 2.935 0.880 1.252  0.12
O -1.489 -0.458 2.526  -0.95
H -2.164 0.059 2.061  0.49
H -1.543 -1.299 2.041  0.46
O -2.605 0.857 -0.051  -1.00
H -3.316 0.529 -0.626  0.47
H -1.794 1.046 -0.543  0.50

- spin multiplicity = 1
- molar mass (g/mol) = 110.11
- electronic energy (eV) = -11358.850
- Kohn-Sham gap (eV) = 10.36
- total charge = 0
- relative energy (zero: lowest compared OMol25 entry of this formula, charge and spin) (eV) = 1.1836
- SMILES = NCNC=O.O.O



What did the third record say?
C11H27I2OP2Y | ωB97M-V with the def2-TZVPD basis set

Each line ends with the natural charge from an NBO analysis.
CARTESIAN COORDINATES (ANGSTROEM)
I 0.352 -0.873 -4.982  0.14
I -0.413 1.721 -4.024  0.13
Y 0.010 -0.696 -1.008  1.64
P -2.803 -0.018 -0.920  0.75
C -3.746 1.580 -0.518  -0.91
C -3.252 -0.554 -2.633  -0.94
H -4.332 -0.727 -2.733  0.28
H -4.548 -1.520 0.049  0.27
H -2.732 -1.508 -2.836  0.23
H -2.955 -2.244 -0.024  0.24
H -3.477 2.396 -1.227  0.26
H -2.935 0.176 -3.400  0.26
C -3.485 -1.306 0.194  -0.93
H -4.862 1.512 -0.538  0.28
H -3.334 -1.029 1.247  0.27
H -3.490 1.926 0.510  0.27
P 2.810 0.078 -0.907  0.76
C 3.686 1.711 -0.493  -0.91
C 3.553 -1.176 0.203  -0.93
H 2.797 -1.408 -2.816  0.23
H 4.374 -0.585 -2.708  0.28
H 2.961 0.277 -3.388  0.26
C 3.290 -0.439 -2.615  -0.93
H 3.085 -2.140 -0.033  0.24
H 4.630 -1.319 0.085  0.28
H 4.805 1.691 -0.488  0.28
H 3.395 2.038 0.531  0.26
H 3.369 -0.924 1.256  0.27
H 3.401 2.523 -1.200  0.26
C 0.000 1.466 -0.578  0.36
O -0.036 2.606 -0.325  -0.40
C -0.872 0.893 2.776  -0.60
C 0.298 -0.047 2.493  -0.22
C 0.662 -0.795 3.788  -0.60
C 0.026 -1.036 1.349  -1.00
H -1.790 0.348 3.022  0.21
H -1.119 1.538 1.932  0.18
H -0.604 1.539 3.622  0.24
H 1.159 0.595 2.206  0.18
H -0.172 -1.446 4.095  0.22
H 1.536 -1.436 3.644  0.21
H 0.875 -0.071 4.585  0.23
H 0.838 -1.790 1.314  0.21
H -0.956 -1.529 1.491  0.22

- spin multiplicity = 1
- molar mass (g/mol) = 580.00
- electronic energy (eV) = -49698.936
- Kohn-Sham gap (eV) = 5.53
- total charge = +2
- relative energy (zero: lowest compared OMol25 entry of this formula, charge and spin) (eV) = 0.4816